DFT (wB97M-V/def2-TZVPD) results for a cluster of 3 separate species, C2H5NSi in total.

Calculated values
**Energy**: -423.26354 a.u.
**Relative energy (zero: lowest compared OMol25 entry of this formula, charge and spin)**: 406.96 kJ/mol
**Total charge**: 0
**Largest force on an atom**: 4.4 eV/A

Each line ends with the Löwdin charge.
Geometry (Å):
C: -1.92638 -0.98508 -0.16128  0.095
C: -0.82447 -0.51541 -0.24541  -0.481
N: 0.32418 0.05601 -0.24686  -0.255
Si: 1.88546 -0.08637 -0.35631  0.756
H: -2.76045 -1.58207 -0.28719  0.001
H: -1.10001 1.96688 0.96473  0.070
H: -1.00138 1.11522 0.73849  0.007
H: 2.50083 1.09029 0.22491  -0.085
H: 2.90223 -1.05947 -0.63108  -0.109